No. 1
Density functional theory data (ωB97M-V/def2-TZVPD) for a cluster of 4 separate species, C16H24F10NO12PS in total at a distorted geometry.

## Properties
Structure (SMILES)   O=P(O)(O)CN(C[C@H]1CO1)S(=O)(=O)F.CCOC(=O)C(F)(F)F.CCOC(=O)C(F)(F)F.CCOC(=O)C(F)(F)F
Max |F|   4.6 eV Å⁻¹
LUMO   0.11 eV

Last column: Löwdin charge in e.
CARTESIAN COORDINATES (ANGSTROEM)
H 3.930 -0.492 5.911  0.1259
F 2.329 -3.862 5.690  -0.1388
N 2.225 -1.332 4.868  -0.2498
O 1.677 -0.563 1.170  -0.1256
F -6.286 5.461 -1.001  0.1615
H -3.685 -0.301 -1.305  0.0790
C -2.421 4.246 -1.174  -0.2012
O 1.507 -3.177 -5.384  0.0344
C -0.741 -3.847 -5.334  -0.5281
C -2.223 -1.175 -2.636  -0.1905
H -3.877 0.158 -2.988  0.0846
S 1.416 -2.783 4.969  0.6088
H -1.965 5.917 0.115  0.0799
C 0.237 1.317 -1.455  -0.5344
O 2.607 0.692 7.934  -0.0527
F -6.032 5.197 -3.134  0.1606
H -2.346 3.161 -1.149  0.1110
O 3.051 1.357 2.323  -0.1197
H -2.529 4.487 0.963  0.0870
O 0.280 -2.564 5.782  -0.2202
C -0.802 0.194 -1.360  -0.3940
H 0.545 0.005 8.054  0.1131
C 2.990 -1.013 6.098  -0.1145
H 4.659 -4.071 -4.577  0.0834
F -5.946 7.173 -2.266  0.1685
H 2.732 -2.671 -3.768  0.1248
H 0.739 -0.802 1.291  0.0795
H -0.883 4.529 0.304  0.0795
H 3.377 1.691 3.171  0.0836
H -1.937 -1.991 -1.971  0.1309
F -0.148 2.303 -2.285  0.1548
O -3.816 4.551 -1.363  0.0352
H 3.998 -0.783 3.776  0.0976
C -5.603 5.899 -2.070  -0.5345
C 0.604 -3.761 -4.604  -0.3977
H -2.184 -1.558 -3.652  0.1031
F -0.607 -4.240 -6.609  0.1672
F 0.473 1.875 -0.268  0.1654
P 2.095 0.075 2.583  0.4715
O 1.057 -3.191 3.657  -0.2335
H 3.075 -1.838 6.806  0.1093
H 3.140 -2.136 3.068  0.1009
C -1.916 4.828 0.128  -0.0484
C -4.088 5.741 -1.888  -0.3970
C 2.995 -1.204 3.621  -0.2035
H -4.348 -1.468 -2.459  0.0855
C 3.647 -4.244 -4.943  -0.0589
H 1.936 -1.307 8.421  0.1009
C 2.071 0.070 6.798  -0.2811
F -1.355 -2.647 -5.352  0.1450
O 0.880 0.528 3.262  -0.2684
O -1.264 -0.100 -2.566  0.0424
H -1.833 4.592 -2.023  0.1244
H 1.383 0.625 6.151  0.1423
O -3.280 6.560 -2.207  0.1740
C 2.812 -2.989 -4.807  -0.1955
O 0.788 -4.135 -3.484  0.1727
H 3.699 -4.558 -5.986  0.0839
F 1.411 0.854 -1.917  0.1646
H 3.274 -2.172 -5.360  0.1261
H 3.210 -5.069 -4.379  0.0790
C -3.617 -0.671 -2.329  -0.0508
C 1.570 -0.307 8.235  -0.0401
O -1.113 -0.353 -0.342  0.1671
F -1.578 -4.710 -4.753  0.1700



No. 2
Density functional theory data (ωB97M-V/def2-TZVPD) for a structure of composition C14H23NO4 at a distorted geometry.

## Properties
Max |F|   17.5 eV Å⁻¹
LUMO   0.81 eV
ΔE to the lowest compared entry with this formula, charge and spin   16.711 eV

Last column: Löwdin charge in e.
CARTESIAN COORDINATES (ANGSTROEM)
H 0.376 2.164 0.888  0.1753
H 2.343 -1.561 0.694  0.0410
C 3.667 -0.890 -0.533  -0.2740
C 5.647 0.434 -0.340  -0.1322
C 3.049 -2.069 0.265  -0.3962
C -3.919 0.243 0.685  0.0364
C 3.685 0.730 1.150  0.0032
C -5.069 -0.220 0.325  -0.3104
H 0.850 0.431 1.257  0.1448
O 1.826 1.478 -0.350  -0.1639
H 5.360 1.113 -1.368  0.1425
H 3.063 0.278 1.561  -0.0458
H -0.164 -0.057 -0.754  0.0827
C -3.054 -0.291 -1.247  -0.0940
H 4.467 1.221 1.796  0.1300
C -0.577 0.824 -0.494  -0.1808
O -1.661 0.850 0.464  -0.0059
H -0.620 1.420 -1.403  0.1455
O -5.947 -0.068 1.269  -0.0807
H 3.566 2.240 -0.663  0.1050
C -5.277 -0.761 -1.124  -0.0078
C -7.353 -0.557 1.012  -0.0267
H -3.689 0.479 1.795  0.1724
C -4.275 -0.653 -1.780  -0.1351
H -7.272 -1.610 0.591  0.1032
H 4.737 -2.125 1.217  0.1873
C 2.964 1.835 0.133  -0.2384
C 0.706 1.075 0.340  -0.1842
H -2.147 -0.145 -1.849  0.1338
C -2.806 0.254 -0.214  -0.2755
H -7.954 0.156 0.380  0.0956
H 2.749 2.702 0.977  0.1580
H -6.379 -0.775 -1.242  0.1183
H 4.483 -1.317 -1.338  0.1720
O 4.045 -2.645 0.633  -0.0517
H 2.683 -3.026 -0.604  0.2148
H -4.376 -0.830 -2.841  0.1332
H 6.317 1.210 0.243  0.1192
H 2.955 -0.454 -1.141  0.0884
H 6.336 -0.239 -0.657  0.0250
H -7.929 -0.532 1.987  0.0954
N 4.592 -0.312 0.280  -0.2196



No. 3
Density functional theory data (ωB97M-V/def2-TZVPD) for a cluster of 6 separate species, C2H16NO5 in total at a distorted geometry.

## Properties
Max |F|   2.0 eV Å⁻¹
Charge   +1
LUMO   -4.26 eV
ΔE to the lowest compared entry with this formula, charge and spin   1.784 eV

Last column: Löwdin charge in e.
CARTESIAN COORDINATES (ANGSTROEM)
O -1.355 1.937 2.097  -0.0778
C -1.393 0.361 -1.196  0.1536
H -0.663 -1.220 -0.079  0.0865
N -0.779 -0.721 -0.992  -0.0281
H -0.890 2.783 2.226  0.0499
H -1.135 -2.044 -2.673  0.1150
H -1.974 -2.810 1.567  0.0822
O -1.820 -1.981 1.113  -0.0154
H -2.540 -1.375 1.244  0.0653
H 1.690 1.273 2.817  0.0550
H 2.299 0.270 -3.064  0.0226
H 0.314 -2.406 -1.680  0.1133
H 2.404 1.963 1.656  0.0390
O 0.618 -0.733 1.115  -0.0665
H 0.163 -1.003 1.916  0.0496
H 2.188 1.613 -2.288  0.0308
C -0.325 -1.599 -2.080  -0.0024
O 2.329 1.231 -3.164  -0.0514
O 2.417 1.169 2.179  -0.0413
H 1.527 -0.554 1.407  0.0473
H -2.125 2.382 1.675  0.0536
H -1.659 1.062 -0.427  0.0952
H 0.383 -1.063 -2.720  0.0858
H -1.663 0.581 -2.246  0.1383